(1)
{
  "formula": "C19H34N4NiO3Si3",
  "method": "ωB97M-V/def2-TZVPD",
  "homo_lumo_gap_ev": [8.10, 7.97],
  "total_charge": 0,
  "total_energy_ev": -97034.1966,
  "lumo_energy_ha": [0.0048, 0.0050],
  "multiplicity": 1,
  "species": ["Ni", "C", "Si", "C", "C", "C", "Si", "C", "C", "C", "Si", "C", "C", "C", "C", "C", "C", "C", "N", "H", "H", "H", "H", "H", "H", "H", "H", "H", "H", "H", "H", "H", "H", "H", "H", "H", "H", "H", "H", "H", "H", "H", "H", "H", "H", "H", "H", "N", "C", "C", "C", "N", "C", "C", "H", "H", "H", "H", "H", "H", "O", "N", "O", "O"],
  "coordinates": [[-0.061, 0.137, 0.147], [3.103, 0.178, -2.645], [1.269, -0.015, -2.907], [0.815, -1.834, -2.965], [0.893, 0.688, -4.606], [0.194, 0.931, -1.717], [0.933, 2.389, -0.824], [-0.298, 3.443, 0.139], [2.356, 2.137, 0.356], [1.547, 3.565, -2.160], [-1.587, 0.913, -2.099], [-2.296, -0.531, -3.036], [-2.104, 2.445, -3.052], [-2.579, 0.987, -0.502], [-3.954, 1.195, -0.424], [-4.557, 1.310, 0.815], [-3.773, 1.215, 1.958], [-2.422, 0.978, 1.824], [-1.842, 0.854, 0.626], [3.622, -0.299, -3.484], [3.429, -0.305, -1.723], [3.412, 1.227, -2.617], [1.713, -2.461, -3.007], [0.211, -2.060, -3.850], [0.255, -2.138, -2.082], [1.442, 0.124, -5.371], [1.189, 1.740, -4.684], [-0.173, 0.622, -4.848], [-0.446, 3.083, 1.161], [-1.282, 3.517, -0.334], [0.121, 4.455, 0.200], [2.021, 1.736, 1.319], [2.797, 3.124, 0.533], [3.121, 1.462, -0.034], [0.717, 3.849, -2.817], [2.323, 3.108, -2.781], [1.966, 4.482, -1.723], [-1.819, -0.632, -4.015], [-3.364, -0.355, -3.199], [-2.173, -1.481, -2.508], [-1.557, 2.470, -4.003], [-1.852, 3.357, -2.503], [-3.177, 2.469, -3.283], [-4.533, 1.285, -1.335], [-5.623, 1.482, 0.896], [-4.199, 1.323, 2.945], [-1.778, 0.876, 2.687], [0.027, -3.307, 5.323], [0.007, -2.547, 4.186], [-1.015, -2.683, 3.240], [-1.019, -1.863, 2.139], [-0.095, -0.924, 1.915], [0.895, -0.808, 2.805], [0.985, -1.578, 3.941], [-0.545, -4.132, 5.355], [0.881, -3.353, 5.850], [-1.782, -3.439, 3.354], [-1.791, -1.966, 1.386], [1.662, -0.079, 2.577], [1.819, -1.445, 4.619], [0.869, -2.727, 0.146], [1.830, -1.975, 0.038], [2.987, -2.346, 0.004], [1.637, -0.679, -0.098]],
  "forces_ev_per_angstrom": [[0.5036, -1.6968, 0.7953], [0.2760, -0.0033, 0.0381], [-0.2204, 0.0735, 0.0751], [0.0724, -0.2189, -0.0730], [0.0560, 0.1029, -0.2826], [-0.6183, -0.2940, 1.8830], [-0.2879, 0.8205, -1.1650], [-0.1438, 0.0793, 0.1856], [0.2197, -0.2823, 0.1264], [0.2227, 0.2417, -0.0404], [0.2516, 0.8334, -0.8704], [0.0510, -0.3827, -0.0832], [-0.2706, 0.1109, -0.1936], [-0.1465, 0.0511, 0.4600], [0.0748, 0.0804, 0.1267], [-0.0329, 0.0059, 0.0079], [-0.0861, 0.0650, 0.0151], [0.1986, -0.0291, -0.0214], [0.1067, -0.1196, -0.9242], [-0.0080, 0.0535, 0.0564], [0.0146, 0.0192, -0.0844], [0.0078, -0.0887, -0.0165], [-0.0762, 0.0516, -0.0164], [0.0540, 0.0062, 0.0784], [-0.0311, -0.0417, -0.0383], [-0.0651, 0.0819, 0.0343], [-0.0337, -0.0914, -0.0007], [0.1131, 0.0110, -0.0276], [-0.0022, 0.0652, -0.0506], [0.0896, 0.0344, 0.0493], [-0.0677, -0.0884, 0.0166], [0.0580, 0.0578, -0.0490], [-0.0001, -0.0821, 0.0258], [-0.0449, 0.1086, 0.0568], [0.0906, -0.0286, 0.0572], [-0.0865, 0.0829, 0.0127], [-0.0506, -0.0991, -0.0971], [-0.0937, -0.0184, 0.0710], [0.0549, -0.0397, 0.0084], [-0.0282, 0.0657, -0.0555], [-0.0696, 0.0261, 0.0951], [-0.0172, -0.0539, -0.0712], [0.1393, 0.0243, 0.0108], [0.0226, -0.0078, 0.0244], [0.0120, -0.0069, 0.0106], [-0.0142, -0.0072, 0.0023], [-0.0033, -0.0030, -0.0167], [-0.0036, 0.0501, -0.0788], [-0.0119, -0.0493, 0.1075], [0.0083, -0.0453, 0.0271], [-0.0624, 0.0179, -0.0324], [-0.0839, 0.5047, 0.0335], [-0.0293, -0.0237, -0.0272], [0.0190, -0.0456, 0.0029], [0.0059, -0.0214, -0.0106], [0.0202, -0.0080, 0.0042], [0.0151, 0.0467, 0.0081], [0.0172, 0.0232, 0.0047], [-0.0104, 0.0253, -0.0154], [-0.0341, 0.0138, -0.0049], [0.0079, 0.1629, -0.0130], [-0.0304, 0.0564, -0.3516], [0.0046, 0.0437, 0.1359], [-0.0230, -0.2206, 0.0644]],
  "mulliken_charge": [-0.882, -0.943, 0.723, -1.247, -1.155, 1.737, 0.608, -1.120, -1.032, -1.192, -0.900, -1.055, -1.047, 0.640, -0.880, -0.438, -0.973, -0.320, 1.032, 0.421, 0.221, 0.222, 0.393, 0.429, 0.199, 0.363, 0.284, 0.236, 0.183, 0.239, 0.451, 0.139, 0.479, 0.201, 0.264, 0.308, 0.369, 0.293, 0.389, 0.277, 0.310, 0.320, 0.350, 0.408, 0.422, 0.436, 0.483, -0.502, 0.860, -0.818, -0.535, 0.573, -0.683, -0.587, 0.213, 0.213, 0.316, 0.445, 0.386, 0.339, -0.600, 0.959, -0.741, -0.485]
}

(2)
{
  "formula": "C19H35AlN4O",
  "method": "ωB97M-V/def2-TZVPD",
  "homo_lumo_gap_ev": 1.52,
  "de_lowest_kj_mol": 103.14,
  "total_charge": 2,
  "total_energy_ev": -34848.9781,
  "lumo_energy_ha": -0.4780,
  "multiplicity": 1,
  "species": ["Al", "C", "C", "C", "O", "H", "H", "H", "H", "H", "H", "H", "C", "C", "C", "C", "N", "H", "H", "H", "H", "H", "H", "H", "C", "C", "C", "C", "N", "H", "H", "H", "H", "H", "H", "H", "C", "C", "C", "C", "N", "H", "H", "H", "H", "H", "H", "H", "C", "C", "C", "C", "N", "H", "H", "H", "H", "H", "H", "H"],
  "coordinates": [[-7.093, -1.984, -0.209], [-0.464, 0.216, 0.304], [-0.921, -1.072, -0.211], [-0.326, -2.223, 0.591], [-2.294, -1.109, -0.322], [-0.824, 1.067, -0.275], [0.610, 0.294, 0.133], [-0.785, 0.301, 1.342], [-0.590, -1.209, -1.240], [-0.584, -2.286, 1.648], [0.752, -2.060, 0.607], [-0.717, -3.115, 0.101], [-4.693, 2.885, -7.328], [-3.660, 1.803, -7.194], [-3.608, 1.143, -5.753], [-4.855, 0.639, -5.225], [-5.890, 0.242, -4.859], [-5.599, 2.476, -7.777], [-4.320, 3.614, -8.048], [-4.893, 3.394, -6.385], [-2.681, 2.262, -7.334], [-3.756, 0.958, -7.876], [-3.236, 1.798, -4.965], [-2.925, 0.302, -5.632], [0.296, -7.373, 2.167], [-0.930, -7.913, 2.880], [-1.929, -6.809, 3.275], [-2.983, -7.155, 4.193], [-3.794, -7.463, 4.983], [1.114, -8.084, 2.055], [0.652, -6.484, 2.687], [0.026, -7.106, 1.145], [-0.548, -8.242, 3.846], [-1.388, -8.725, 2.315], [-2.257, -6.133, 2.485], [-1.365, -6.231, 4.008], [3.203, 4.415, -1.454], [4.333, 5.278, -0.894], [5.700, 4.558, -0.770], [6.178, 4.016, -2.054], [6.534, 3.574, -3.080], [3.429, 3.406, -1.111], [3.397, 4.211, -2.507], [2.182, 4.695, -1.192], [3.993, 5.700, 0.052], [4.385, 6.115, -1.589], [5.733, 3.862, 0.068], [6.463, 5.284, -0.489], [2.370, 0.844, 4.447], [2.383, 2.277, 4.189], [1.259, 3.102, 4.890], [0.018, 2.438, 4.901], [-1.009, 1.920, 4.963], [3.153, 0.390, 3.839], [1.536, 0.143, 4.432], [2.762, 0.851, 5.464], [2.323, 2.258, 3.100], [3.367, 2.719, 4.342], [1.258, 4.066, 4.381], [1.508, 3.262, 5.939]],
  "forces_ev_per_angstrom": [[-0.2354, 0.0302, -0.1059], [0.4073, 3.1012, 2.2843], [-4.5271, 0.0877, -5.7845], [0.2659, -2.4962, 2.4089], [3.4331, -0.1039, 1.6592], [-0.7263, -0.3352, -0.0871], [0.2900, -0.6827, 0.4571], [0.5057, 0.5117, 0.1312], [0.5097, -0.5229, -0.1115], [-0.5223, 0.4406, -0.0450], [-0.0004, 0.0766, -0.7367], [0.5477, -0.0281, -0.0887], [-0.3756, -0.0087, -0.7762], [0.9587, -0.9694, 1.7506], [0.4834, 0.2323, 0.1555], [-2.7920, -0.7406, 0.2155], [1.9461, 0.6027, -0.3180], [-0.2513, 0.1809, 0.3978], [-0.1081, 0.1483, 0.1029], [-0.1225, -0.0356, -0.0756], [0.1590, -0.3356, -0.0470], [-0.1376, 0.3469, -0.3014], [0.0000, 0.6873, -0.2529], [0.2568, -0.1483, -0.7502], [-0.4001, 0.4182, -0.7334], [0.1824, -0.1362, 0.5964], [1.0550, 0.5160, 0.5576], [-2.9225, -1.7227, 1.5960], [1.8939, 0.8815, -1.8814], [-0.1588, -0.1108, 0.3635], [0.2260, 0.0241, -0.0486], [0.0562, 0.3004, -0.1500], [-0.3334, -0.7474, -0.0464], [-0.0435, -0.0270, 0.2448], [-0.1213, -0.2178, -0.1032], [0.5824, 0.8130, -0.4052], [1.3424, -1.6018, -0.0322], [-0.6988, 0.4227, -0.4461], [-0.0632, 1.0828, -0.1921], [0.4090, -1.3878, -1.7650], [-0.8508, 1.0669, 2.3468], [-0.6028, -0.3763, 0.6935], [-0.6107, 0.7081, -0.3605], [0.2423, 0.1796, -0.2717], [0.4772, -0.1040, 0.2213], [0.5527, 0.2305, 0.1821], [-0.1993, -0.5095, -0.3985], [-0.0035, 0.2955, 0.0387], [2.0835, -1.9755, 2.0813], [-1.3181, 1.1499, -1.7945], [2.5906, 0.3738, -0.5450], [-2.1524, -0.5873, -0.2067], [0.3905, -0.0270, -0.2406], [0.0922, -0.1738, 0.0335], [-0.6172, 0.8858, -0.2418], [-0.0070, -1.1464, 0.4449], [-0.6731, 1.2566, -0.4679], [-0.1052, -0.0785, 0.5275], [-0.5349, 0.1232, 0.2569], [0.2758, 0.1622, 0.0634]],
  "mulliken_charge": [0.997, -1.297, 0.795, -1.064, -0.123, 0.378, 0.403, 0.418, 0.232, 0.392, 0.375, 0.359, -1.094, -0.299, -0.589, 0.272, -0.456, 0.300, 0.352, 0.314, 0.254, 0.312, 0.297, 0.343, -1.159, -0.200, -0.407, 0.081, -0.394, 0.346, 0.313, 0.276, 0.274, 0.346, 0.322, 0.236, -1.162, -0.425, -0.427, 0.250, -0.385, 0.283, 0.381, 0.328, 0.348, 0.279, 0.284, 0.289, -1.293, -0.268, -0.364, 0.331, -0.471, 0.377, 0.352, 0.316, 0.182, 0.342, 0.289, 0.265]
}